C42H46FIrN8O5Te | the ωB97M-V functional and the def2-TZVPD basis

The geometry in XYZ format:
```
104
Properties=species:S:1:pos:R:3:forces:R:3:mulliken_spin:R:1
Ir 0.248 -0.263 -2.123 -2.5 1.8 0.1 0.631
F -2.051 -0.692 4.257 -0.1 0.0 0.0 0.000
C -0.782 -0.461 3.885 0.0 0.0 0.0 0.001
C -0.536 -0.286 2.558 0.0 0.0 0.0 0.003
C 0.773 -0.089 2.099 0.0 0.1 0.1 -0.003
C 1.042 0.059 0.689 0.2 0.1 -0.1 0.036
O 0.049 0.040 -0.111 -0.1 -0.3 -0.2 0.026
C 2.395 0.199 0.308 -0.1 -0.1 -0.1 -0.036
C 3.364 0.194 1.288 0.0 -0.1 0.0 0.000
N 3.119 0.095 2.593 0.0 0.1 -0.1 0.001
C 4.228 0.136 3.536 0.1 -0.1 0.1 0.000
C 5.344 1.106 3.310 0.0 0.0 0.0 0.000
C 4.374 1.334 4.429 0.0 0.0 0.0 0.000
C 1.812 -0.074 3.040 -0.1 -0.1 0.0 0.000
C 1.535 -0.243 4.400 0.0 0.0 0.0 0.000
C 0.241 -0.446 4.863 0.1 0.1 -0.1 0.000
N -0.005 -0.600 6.231 0.0 0.0 0.1 0.000
C 0.910 -1.388 7.047 0.0 0.0 0.0 0.000
C 1.165 -0.667 8.374 0.1 -0.1 0.0 0.000
N -0.072 0.113 8.751 0.0 0.0 0.0 0.000
C -1.305 -0.613 8.306 -0.1 0.0 0.0 0.000
C -1.366 -0.594 6.777 0.0 0.0 0.0 0.000
C 2.899 0.392 -1.094 0.0 -0.2 0.4 -0.001
O 4.076 0.365 -1.335 0.2 0.2 -0.1 0.002
O 2.010 0.671 -2.050 -0.1 -0.7 -0.1 0.075
H -1.355 -0.331 1.851 0.0 0.0 0.0 -0.001
H 4.402 0.268 0.992 0.0 0.1 0.0 0.000
H 4.480 -0.840 3.931 0.0 0.0 0.0 0.000
H 5.288 1.776 2.464 0.0 0.0 0.0 0.000
H 6.341 0.764 3.543 0.0 0.0 0.0 0.000
H 3.661 2.137 4.296 0.0 0.0 0.0 0.000
H 4.702 1.177 5.446 0.0 0.0 0.0 0.000
H 2.356 -0.206 5.099 0.0 0.1 0.0 0.000
H 1.860 -1.532 6.543 0.0 0.0 0.0 0.000
H 0.500 -2.388 7.225 0.0 0.0 0.0 0.000
H 1.989 0.040 8.319 0.0 0.0 0.0 0.000
H 1.362 -1.375 9.178 0.0 0.0 0.0 0.000
H -0.047 1.030 8.299 0.0 0.0 0.0 0.000
H -0.089 0.275 9.760 0.0 0.0 0.0 0.000
H -2.178 -0.127 8.735 0.0 0.0 0.0 0.000
H -1.235 -1.618 8.718 0.0 0.0 0.0 0.000
H -1.874 0.311 6.444 0.0 0.0 0.0 0.000
H -1.967 -1.449 6.461 0.0 0.0 0.0 0.000
N 0.502 -0.365 -4.197 0.1 -0.3 0.3 -0.030
C 0.080 0.893 -4.880 -0.2 0.2 0.1 0.016
C 0.958 1.276 -6.061 0.0 0.0 -0.3 -0.002
C 2.465 1.064 -5.933 0.1 0.2 0.0 0.000
C 3.149 1.798 -4.782 0.0 0.0 0.1 0.004
N 3.010 3.243 -4.929 -0.1 0.1 0.1 0.000
C 2.685 4.107 -3.972 0.1 -0.1 -0.1 0.000
N 2.524 5.393 -4.282 0.0 0.1 0.0 0.000
N 2.584 3.733 -2.696 0.1 0.2 0.0 0.001
C -0.112 2.017 -3.825 0.0 -0.1 -0.6 -0.010
O 0.092 3.176 -4.108 -0.1 0.0 0.0 0.008
O -0.603 1.587 -2.707 1.0 0.1 0.5 0.136
H 1.498 -0.501 -4.369 0.0 0.0 0.1 -0.002
H 0.042 -1.191 -4.573 -0.1 0.1 -0.1 -0.004
H -0.924 0.719 -5.278 -0.1 0.0 0.2 0.005
H 0.739 2.327 -6.261 0.0 0.0 0.0 0.001
H 0.622 0.717 -6.937 0.0 0.0 0.0 0.000
H 2.916 1.385 -6.875 0.0 -0.1 0.0 0.000
H 2.718 0.001 -5.858 0.0 0.0 0.0 0.000
H 4.209 1.541 -4.754 0.0 0.0 0.0 0.000
H 2.720 1.490 -3.827 0.1 0.1 -0.2 -0.003
H 3.106 3.613 -5.862 0.0 0.0 0.0 0.000
H 2.525 5.701 -5.239 0.0 0.0 0.0 0.000
H 2.218 6.057 -3.591 0.0 0.0 0.0 0.000
H 2.574 2.761 -2.449 0.0 -0.2 0.0 -0.004
H 2.161 4.367 -2.040 0.0 0.0 0.0 0.000
Te -2.718 -0.261 -1.621 0.4 -1.4 0.6 -0.010
C -3.907 -1.516 -2.823 0.0 0.2 -0.1 -0.002
C -4.460 -2.646 -2.229 0.0 0.0 -0.1 0.000
C -5.278 -3.479 -2.982 0.1 0.0 0.0 0.000
C -5.533 -3.187 -4.313 0.0 0.0 0.0 0.000
C -4.977 -2.060 -4.901 0.0 0.0 0.0 0.000
C -4.160 -1.219 -4.158 0.0 0.0 0.0 0.000
C -4.097 1.214 -1.018 0.3 0.4 -0.6 -0.001
C -4.508 1.123 0.304 -0.1 0.0 0.0 0.000
C -5.481 2.002 0.762 0.0 0.0 0.0 0.000
C -6.003 2.968 -0.085 0.0 0.0 0.0 -0.001
C -5.567 3.060 -1.400 0.0 0.0 0.0 0.000
C -4.608 2.179 -1.876 0.0 0.0 0.0 0.000
H -4.271 -2.874 -1.189 0.0 0.0 0.1 0.001
H -5.717 -4.355 -2.525 0.0 0.0 0.0 0.000
H -6.168 -3.840 -4.895 0.0 0.0 0.0 0.000
H -5.184 -1.832 -5.938 0.0 0.0 0.0 0.000
H -3.737 -0.335 -4.619 0.0 0.0 0.0 0.001
H -4.104 0.367 0.962 0.0 -0.1 0.0 0.000
H -5.832 1.926 1.782 0.0 0.0 0.0 0.000
H -6.756 3.653 0.280 0.0 0.0 0.0 0.000
H -5.976 3.815 -2.056 0.0 0.0 0.0 0.000
H -4.271 2.247 -2.901 0.0 0.0 0.0 0.000
N 1.087 -7.462 -0.948 0.0 -0.1 0.0 0.032
C 0.919 -6.355 -1.198 0.0 0.0 0.0 -0.011
C 0.716 -4.967 -1.488 0.0 0.1 0.0 0.066
C 1.680 -4.253 -2.199 -0.1 -0.1 0.0 -0.037
C 1.472 -2.913 -2.462 -0.1 0.1 -0.2 0.014
C 0.326 -2.251 -1.991 0.7 0.0 0.2 0.039
C -0.635 -2.987 -1.290 -0.1 0.0 0.1 0.066
C -0.448 -4.333 -1.047 0.1 -0.1 -0.1 -0.029
H 2.577 -4.751 -2.542 0.0 0.0 0.0 0.000
H 2.231 -2.373 -3.020 0.0 0.0 0.0 0.003
H -1.536 -2.512 -0.918 0.1 -0.1 0.0 0.020
H -1.192 -4.902 -0.507 0.0 0.0 0.0 -0.001
```
Positions in Å, forces in eV/Å.

Calculated values
**Kohn-Sham gap (spin up / spin down)**: 6.465 / 5.813 eV
**LUMO energy (spin up / spin down)**: -8.03 / -8.71 eV
**Energy above the lowest of the compared OMol25 structures with the same formula, charge and spin**: 0.7585 eV
**Charge**: +3
**2S+1**: 2